Record 1
This record from the OMol25 dataset describes C20H24N2O2 in the gas phase. The level of theory is ωB97M-V with the def2-TZVPD basis set.

Summary:
LUMO energy: 0.7 eV
2S+1: 1
M: 324.42 g/mol
SMILES: COc1ccc(CC(=O)Nc2ccc(N3CCCCC3)cc2)cc1
energy above the lowest of the compared OMol25 structures with the same formula, charge and spin: 1.685 eV
E_HOMO: -0.2723 Ha

Element x y z (Å)
C (-6.668, -2.524, 1.079)
O (-5.440, -2.643, 0.406)
C (-4.790, -1.501, 0.034)
C (-5.242, -0.209, 0.276)
C (-4.495, 0.876, -0.151)
C (-3.291, 0.703, -0.817)
C (-2.497, 1.897, -1.284)
C (-2.368, 2.948, -0.196)
O (-3.258, 3.736, 0.061)
N (-1.192, 3.012, 0.476)
C (-0.042, 2.204, 0.374)
C (-0.110, 0.817, 0.438)
C (1.033, 0.052, 0.344)
C (2.297, 0.641, 0.193)
N (3.430, -0.121, 0.091)
C (4.744, 0.432, 0.334)
C (5.670, -0.652, 0.880)
C (5.881, -1.762, -0.154)
C (4.639, -1.904, -1.039)
C (3.377, -1.520, -0.271)
C (2.353, 2.042, 0.160)
C (1.208, 2.804, 0.254)
C (-2.847, -0.592, -1.060)
C (-3.583, -1.681, -0.642)
H (-7.001, -3.543, 1.270)
H (-7.415, -2.009, 0.466)
H (-6.556, -1.997, 2.033)
H (-6.172, -0.031, 0.793)
H (-4.852, 1.876, 0.042)
H (-3.037, 2.374, -2.107)
H (-1.513, 1.587, -1.636)
H (-1.115, 3.816, 1.087)
H (-1.064, 0.336, 0.586)
H (0.940, -1.020, 0.423)
H (5.177, 0.859, -0.584)
H (4.658, 1.233, 1.073)
H (5.218, -1.063, 1.785)
H (6.624, -0.206, 1.161)
H (6.747, -1.534, -0.778)
H (6.086, -2.701, 0.362)
H (4.545, -2.927, -1.403)
H (4.722, -1.250, -1.909)
H (2.506, -1.684, -0.912)
H (3.275, -2.162, 0.617)
H (3.299, 2.546, 0.039)
H (1.279, 3.881, 0.220)
H (-1.916, -0.752, -1.586)
H (-3.245, -2.688, -0.828)

Here are the Mulliken charges for atoms 1 to 5, given in e: C -0.837; O -0.450; C 0.891; C -0.364; C -0.789

***

Record 2
This record from the OMol25 dataset describes C20H24N2O5S in the gas phase. The level of theory is ωB97M-V with the def2-TZVPD basis set.

Summary:
LUMO energy: 0.7 eV
2S+1: 1
M: 404.49 g/mol
SMILES: CC(C)Oc1ccc(C(=O)NCC(=O)OCC(=O)N(C)Cc2cccs2)cc1
energy above the lowest of the compared OMol25 structures with the same formula, charge and spin: 0.692 eV
E_HOMO: -0.3096 Ha

Element x y z (Å)
C (-6.754, -1.022, -0.880)
C (-5.241, -1.020, -0.686)
C (-4.777, -2.276, 0.051)
O (-4.941, 0.149, 0.066)
C (-3.683, 0.651, 0.098)
C (-2.589, 0.164, -0.614)
C (-1.358, 0.786, -0.519)
C (-1.187, 1.899, 0.297)
C (0.118, 2.590, 0.463)
O (0.445, 3.154, 1.489)
N (0.897, 2.603, -0.653)
C (2.261, 3.081, -0.627)
C (3.159, 1.883, -0.871)
O (3.814, 1.306, -0.044)
O (3.065, 1.487, -2.148)
C (3.599, 0.192, -2.420)
C (2.765, -0.799, -1.590)
O (1.550, -0.729, -1.663)
N (3.402, -1.681, -0.800)
C (4.831, -1.682, -0.576)
C (2.581, -2.377, 0.192)
C (2.403, -1.509, 1.395)
C (3.208, -1.389, 2.487)
C (2.795, -0.358, 3.360)
C (1.693, 0.294, 2.912)
S (1.131, -0.336, 1.422)
C (-2.276, 2.367, 1.032)
C (-3.506, 1.763, 0.928)
H (-7.247, -1.049, 0.087)
H (-7.055, -1.890, -1.460)
H (-7.065, -0.121, -1.401)
H (-4.755, -0.960, -1.671)
H (-5.293, -2.349, 1.005)
H (-3.707, -2.240, 0.243)
H (-5.000, -3.159, -0.542)
H (-2.676, -0.705, -1.248)
H (-0.525, 0.353, -1.053)
H (0.627, 2.045, -1.449)
H (2.444, 3.501, 0.365)
H (2.418, 3.834, -1.407)
H (3.428, 0.024, -3.484)
H (4.664, 0.178, -2.187)
H (5.367, -1.802, -1.519)
H (5.153, -0.765, -0.076)
H (5.077, -2.528, 0.062)
H (3.069, -3.319, 0.450)
H (1.613, -2.578, -0.272)
H (4.063, -2.017, 2.670)
H (3.304, -0.113, 4.275)
H (1.178, 1.126, 3.349)
H (-2.133, 3.218, 1.681)
H (-4.357, 2.125, 1.483)

Here are the Mulliken charges for atoms 1 to 5, given in e: C -1.537; C 0.515; C -1.234; O -0.431; C 0.811

***

Record 3
This record from the OMol25 dataset describes C20H24N2O6 in the gas phase. The level of theory is ωB97M-V with the def2-TZVPD basis set.

Summary:
LUMO energy: 0.6 eV
2S+1: 1
M: 388.42 g/mol
SMILES: C=CCN(C(=O)CCC(=O)O)[C@@H]1CC(=O)N(c2ccc(OCCC)cc2)C1=O
energy above the lowest of the compared OMol25 structures with the same formula, charge and spin: 0.406 eV
E_HOMO: -0.2964 Ha

Element x y z (Å)
C (4.025, -0.848, -4.989)
C (2.997, -1.338, -4.323)
C (1.594, -0.810, -4.436)
N (0.997, -0.595, -3.134)
C (0.269, -1.483, -2.426)
O (-0.165, -1.182, -1.325)
C (0.003, -2.861, -3.012)
C (0.004, -3.855, -1.851)
C (1.326, -3.790, -1.126)
O (2.267, -3.117, -1.463)
O (1.350, -4.576, -0.052)
C (1.422, 0.582, -2.397)
C (2.538, 0.305, -1.392)
C (2.018, 0.810, -0.060)
O (2.617, 0.833, 0.981)
N (0.724, 1.253, -0.247)
C (-0.108, 1.698, 0.813)
C (-1.386, 1.182, 0.941)
C (-2.212, 1.610, 1.965)
C (-1.759, 2.558, 2.879)
O (-2.478, 3.072, 3.913)
C (-3.754, 2.547, 4.215)
C (-3.686, 1.192, 4.925)
C (-2.983, 1.309, 6.272)
C (-0.464, 3.064, 2.743)
C (0.356, 2.645, 1.719)
C (0.261, 1.117, -1.542)
O (-0.798, 1.499, -1.960)
H (3.916, -0.029, -5.682)
H (5.016, -1.254, -4.884)
H (3.122, -2.152, -3.623)
H (0.970, -1.504, -5.004)
H (1.591, 0.143, -4.974)
H (0.769, -3.145, -3.729)
H (-0.972, -2.857, -3.502)
H (-0.167, -4.878, -2.191)
H (-0.773, -3.599, -1.130)
H (2.194, -4.491, 0.421)
H (1.694, 1.355, -3.121)
H (3.481, 0.791, -1.640)
H (2.727, -0.767, -1.299)
H (-1.729, 0.440, 0.238)
H (-3.205, 1.194, 2.035)
H (-4.372, 2.483, 3.312)
H (-4.199, 3.290, 4.885)
H (-4.704, 0.824, 5.062)
H (-3.146, 0.481, 4.297)
H (-2.895, 0.332, 6.742)
H (-1.986, 1.720, 6.136)
H (-3.538, 1.966, 6.938)
H (-0.125, 3.797, 3.458)
H (1.355, 3.039, 1.626)

Here are the Mulliken charges for atoms 1 to 5, given in e: C -0.990; C 0.484; C -1.277; N 0.227; C 0.507

***

Record 4
This record from the OMol25 dataset describes a 2-piece molecular cluster, C20H24N4O2S overall in a non-equilibrium geometry. The level of theory is ωB97M-V with the def2-TZVPD basis set.

Summary:
LUMO energy: 0.6 eV
2S+1: 1
M: 384.50 g/mol
SMILES: Cc1ccc(S(=O)(=O)/N=C/c2ccccc2)cc1.C1CN=C2NCCN2C1
energy above the lowest of the compared OMol25 structures with the same formula, charge and spin: 2.402 eV
E_HOMO: -0.3046 Ha

Element x y z (Å)
C (6.270, -2.782, 1.958)
C (5.037, -1.924, 1.878)
C (4.421, -1.485, 3.056)
C (3.303, -0.657, 3.010)
C (2.787, -0.275, 1.765)
S (1.437, 0.889, 1.657)
O (1.279, 1.551, 2.928)
O (1.720, 1.699, 0.475)
N (0.143, -0.131, 1.364)
C (-1.046, 0.260, 1.004)
C (-2.173, -0.615, 1.349)
C (-3.486, -0.124, 1.436)
C (-4.537, -1.002, 1.700)
C (-4.284, -2.371, 1.880)
C (-2.968, -2.853, 1.832)
C (-1.908, -1.972, 1.589)
C (3.372, -0.725, 0.579)
C (4.490, -1.551, 0.644)
H (6.633, -3.040, 0.960)
H (7.082, -2.272, 2.491)
H (6.069, -3.715, 2.499)
H (4.836, -1.796, 4.018)
H (2.831, -0.308, 3.927)
H (-1.300, 1.295, 0.762)
H (-3.653, 0.944, 1.285)
H (-5.553, -0.613, 1.777)
H (-5.113, -3.055, 2.087)
H (-2.759, -3.911, 1.999)
H (-0.871, -2.312, 1.559)
H (2.959, -0.425, -0.382)
H (4.956, -1.908, -0.278)
C (-2.344, -0.052, -3.415)
C (-2.351, -0.270, -1.905)
N (-1.490, 0.611, -1.153)
C (-1.119, 1.725, -1.734)
N (-0.280, 2.677, -1.213)
C (-0.144, 3.810, -2.079)
C (-1.098, 3.510, -3.230)
N (-1.535, 2.161, -2.953)
C (-2.412, 1.405, -3.808)
H (-1.410, -0.479, -3.789)
H (-3.169, -0.603, -3.878)
H (-3.398, -0.242, -1.545)
H (-1.995, -1.285, -1.666)
H (0.408, 2.447, -0.485)
H (0.887, 3.916, -2.427)
H (-0.425, 4.728, -1.552)
H (-0.624, 3.578, -4.219)
H (-1.947, 4.209, -3.206)
H (-2.090, 1.556, -4.844)
H (-3.440, 1.780, -3.710)

Here are the Mulliken charges for atoms 1 to 5, given in e: C -1.373; C 0.924; C -0.588; C -0.445; C -0.006

***

Please write out number 3 again, unchanged.
This record from the OMol25 dataset describes C20H24N2O6 in the gas phase. The level of theory is ωB97M-V with the def2-TZVPD basis set.

Summary:
LUMO energy: 0.6 eV
2S+1: 1
M: 388.42 g/mol
SMILES: C=CCN(C(=O)CCC(=O)O)[C@@H]1CC(=O)N(c2ccc(OCCC)cc2)C1=O
energy above the lowest of the compared OMol25 structures with the same formula, charge and spin: 0.406 eV
E_HOMO: -0.2964 Ha

Element x y z (Å)
C (4.025, -0.848, -4.989)
C (2.997, -1.338, -4.323)
C (1.594, -0.810, -4.436)
N (0.997, -0.595, -3.134)
C (0.269, -1.483, -2.426)
O (-0.165, -1.182, -1.325)
C (0.003, -2.861, -3.012)
C (0.004, -3.855, -1.851)
C (1.326, -3.790, -1.126)
O (2.267, -3.117, -1.463)
O (1.350, -4.576, -0.052)
C (1.422, 0.582, -2.397)
C (2.538, 0.305, -1.392)
C (2.018, 0.810, -0.060)
O (2.617, 0.833, 0.981)
N (0.724, 1.253, -0.247)
C (-0.108, 1.698, 0.813)
C (-1.386, 1.182, 0.941)
C (-2.212, 1.610, 1.965)
C (-1.759, 2.558, 2.879)
O (-2.478, 3.072, 3.913)
C (-3.754, 2.547, 4.215)
C (-3.686, 1.192, 4.925)
C (-2.983, 1.309, 6.272)
C (-0.464, 3.064, 2.743)
C (0.356, 2.645, 1.719)
C (0.261, 1.117, -1.542)
O (-0.798, 1.499, -1.960)
H (3.916, -0.029, -5.682)
H (5.016, -1.254, -4.884)
H (3.122, -2.152, -3.623)
H (0.970, -1.504, -5.004)
H (1.591, 0.143, -4.974)
H (0.769, -3.145, -3.729)
H (-0.972, -2.857, -3.502)
H (-0.167, -4.878, -2.191)
H (-0.773, -3.599, -1.130)
H (2.194, -4.491, 0.421)
H (1.694, 1.355, -3.121)
H (3.481, 0.791, -1.640)
H (2.727, -0.767, -1.299)
H (-1.729, 0.440, 0.238)
H (-3.205, 1.194, 2.035)
H (-4.372, 2.483, 3.312)
H (-4.199, 3.290, 4.885)
H (-4.704, 0.824, 5.062)
H (-3.146, 0.481, 4.297)
H (-2.895, 0.332, 6.742)
H (-1.986, 1.720, 6.136)
H (-3.538, 1.966, 6.938)
H (-0.125, 3.797, 3.458)
H (1.355, 3.039, 1.626)

Here are the Mulliken charges for atoms 1 to 5, given in e: C -0.990; C 0.484; C -1.277; N 0.227; C 0.507